Version w
C4H7N2 | wB97M-V/def2-TZVPD

ORCA input file:
```
! RIJCOSX wB97M-V def2-TZVPD def2/J DEFGRID3
* xyz 1 3
H 6.1998 0.0028 -0.0045
C -1.7210 -0.0691 -0.3572
H -1.5747 0.0738 -1.4274
H -2.4457 -0.8663 -0.2079
N 1.8490 0.2740 0.0251
H 0.3914 1.6462 0.1856
H -0.0464 -1.4086 -0.0269
C -0.4159 -0.4381 0.3239
N 2.6897 -0.8469 -0.0634
C 3.2258 0.3155 -0.1345
H -2.1361 0.8586 0.0384
H -0.6103 -0.5622 1.3984
C 0.6404 0.5916 0.1752
*
```

Its expectation value of S² is 2.012. The calculation puts the molar mass at 83.114 g mol⁻¹.

---

Version x
C4H7N2 | wB97M-V/def2-TZVPD

ORCA input file:
```
! RIJCOSX wB97M-V def2-TZVPD def2/J DEFGRID3
* xyz 1 3
H -2.9075 1.3821 0.1153
H -3.5624 0.0348 0.7910
H 3.3664 1.1399 -0.1249
H -3.6395 -0.0310 -1.0208
H 0.9775 -1.8636 -1.3662
H 1.9160 1.0773 1.1163
H 3.0736 0.2003 1.5527
C 1.2986 -1.0341 -0.6993
N 2.2217 -0.5774 -0.1827
C -2.9739 0.3128 -0.1345
C -1.7422 -0.3626 -0.2328
C 2.6955 0.5494 0.5592
N -0.7238 -0.8279 -0.3733
*
```

Its expectation value of S² is 2.006. The calculation puts the molar mass at 83.114 g mol⁻¹.

---

Q: What are the energies relative to the best structure? A: version w 0.0638; version x 0.0000, in hartree.

---

Version w
C9H12NOPS | wB97M-V/def2-TZVPD

ORCA input file:
```
! RIJCOSX wB97M-V def2-TZVPD def2/J DEFGRID3
* xyz 0 1
H -0.7601 2.6419 -1.4597
O -1.9432 1.3534 -0.6893
H 2.7405 -0.5396 -1.3602
H -1.4265 -0.6395 -2.0609
P -2.3525 0.3299 0.6353
C 1.7987 0.7184 1.6510
C -0.7208 -2.1452 0.7151
C 1.1873 0.6387 -1.1243
C 2.2230 -0.0760 -0.6028
C 2.5057 -0.0512 0.7739
H -1.5485 -2.4282 1.3395
H 0.2647 -1.9508 1.2765
S -4.1697 -0.2050 0.2025
H 3.4247 -0.6911 0.9452
C -1.2146 -1.3928 -1.4485
H -0.6204 -3.1759 0.2640
H 1.0611 0.5920 -2.1145
C 0.6712 1.3433 1.1665
C 0.3986 1.3464 -0.1851
H 0.1640 1.9791 1.9203
N -1.2060 -1.1674 -0.2026
C -0.7946 2.2088 -0.5394
H 2.0038 0.7477 2.6516
H -0.8878 -2.4516 -1.9345
H -0.7987 3.0145 0.1803
*
```

The calculation puts the molar mass at 213.242 g mol⁻¹.

---

Version x
C9H12NOPS | wB97M-V/def2-TZVPD

ORCA input file:
```
! RIJCOSX wB97M-V def2-TZVPD def2/J DEFGRID3
* xyz 0 1
C 2.7712 1.0390 0.1175
H -1.6485 1.7898 -2.2399
H 2.5914 1.7166 -0.7306
C -2.1394 1.3858 -0.1940
C -0.9024 -2.8454 -0.2707
H 0.5553 0.7191 -2.1633
C 1.8848 -0.2114 -0.0230
H -0.6431 -2.3714 -1.2226
C 0.4380 0.1863 -0.0726
C -0.3661 0.1477 1.0201
C -1.3096 1.2927 -1.3440
P -2.8872 -1.1916 0.8158
H 2.0721 -0.8654 0.8289
S -3.4302 2.4323 -0.1790
H -0.0852 -2.6531 0.4298
H -0.0024 -0.2466 1.9597
H 3.8240 0.7486 0.1153
H 1.6492 1.9957 1.3850
C -1.7516 0.5745 0.9608
N -2.1283 -2.3582 0.2222
C -0.0785 0.7251 -1.2880
O 2.5683 1.7066 1.3361
H -2.1549 0.9396 1.9053
H 2.1647 -0.7333 -0.9403
H -0.9917 -3.9230 -0.4284
*
```

Its SMILES is C/N=P\[C@H]1C=C(CCO)C=CC1=S. The calculation puts the molar mass at 213.242 g mol⁻¹.

---

Q: What are the energies relative to the best structure? A: version w 0.0045; version x 0.0000, in hartree.

---

Version w
CH6S2 | wB97M-V/def2-TZVPD

ORCA input file:
```
! RIJCOSX wB97M-V def2-TZVPD def2/J DEFGRID3
* xyz 0 1
H -1.3425 -0.1653 -0.8375
H -1.1712 0.7818 0.6431
H 1.5769 -1.4892 -0.4469
S 1.9748 0.9704 0.2364
H 3.2168 0.8590 0.7229
H -1.7917 -0.8742 0.7328
H -2.7901 0.3972 0.0141
C -1.7782 0.0416 0.1415
S 2.1052 -0.5213 -1.2064
*
```

Its SMILES is SS.C. The calculation puts the molar mass at 82.193 g mol⁻¹.

---

Version x
CH6S2 | wB97M-V/def2-TZVPD

ORCA input file:
```
! RIJCOSX wB97M-V def2-TZVPD def2/J DEFGRID3
* xyz 0 1
H 1.7422 1.6531 -0.5456
H 0.5896 0.8388 -1.6019
S -0.4728 -1.9509 2.3276
H 0.2848 2.4854 -1.0823
C 1.0643 1.7925 -1.3841
H -0.1535 -3.2415 2.4814
H 1.5790 2.1379 -2.2737
S -1.9734 -2.4174 0.9340
H -2.6602 -1.2980 1.1446
*
```

Its SMILES is SS.C. The calculation puts the molar mass at 82.193 g mol⁻¹.

---

Q: What are the energies relative to the best structure? A: version w 0.0000; version x 0.0093, in hartree.

---

Version w
C2F3N | wB97M-V/def2-TZVPD

ORCA input file:
```
! RIJCOSX wB97M-V def2-TZVPD def2/J DEFGRID3
* xyz 0 1
F 1.0622 0.5953 2.1376
C 1.2983 0.1978 0.9278
C -0.7144 -0.0931 -0.7279
F -1.4097 -1.2167 -0.8906
F -0.9231 0.5938 -1.8007
N 0.1917 0.0342 0.1999
*
```

The calculation puts the molar mass at 95.023 g mol⁻¹.

---

Version x
C2F3N | wB97M-V/def2-TZVPD

ORCA input file:
```
! RIJCOSX wB97M-V def2-TZVPD def2/J DEFGRID3
* xyz 0 1
C 1.9215 1.7817 0.4541
F 1.5269 2.9757 0.1498
N -1.0573 -0.6889 -0.8210
C -1.1167 -1.7244 -0.2877
F -0.9363 -2.8145 0.3498
F 0.8548 0.9805 0.3022
*
```

The calculation puts the molar mass at 95.023 g mol⁻¹.

---

Q: What are the energies relative to the best structure? A: version w 0.0000; version x 0.0250, in hartree.

---

Version w
C4H10S2 | wB97M-V/def2-TZVPD

ORCA input file:
```
! RIJCOSX wB97M-V def2-TZVPD def2/J DEFGRID3
* xyz 0 1
C 0.2921 1.6955 -1.8286
H 0.0833 0.7153 2.2509
H -1.5004 0.2017 1.7881
H 0.6489 2.7317 -1.8708
H 1.1211 0.3986 0.3413
S -0.8009 1.3957 -0.3588
H 1.2375 1.0681 -1.9138
H 0.3116 -2.1382 -0.1545
C -0.3861 -0.0729 1.7763
C 0.0972 -0.0282 0.3294
S -0.3123 -1.6133 2.7282
H 0.0666 -1.0299 -1.6262
H -1.2413 -1.5168 -0.4511
C -0.1826 -1.1940 -0.5396
H 0.8530 -1.9854 2.2613
H -0.2877 1.3721 -2.7321
*
```

Its SMILES is CS[C@H](C)CS. The calculation puts the molar mass at 122.258 g mol⁻¹.

---

Version x
C4H10S2 | wB97M-V/def2-TZVPD

ORCA input file:
```
! RIJCOSX wB97M-V def2-TZVPD def2/J DEFGRID3
* xyz 0 1
H -2.0864 1.7838 -0.3035
H -1.0534 -1.5748 0.0002
H 2.0503 -1.7559 0.0589
H -1.8023 3.2513 -1.5544
S -0.1201 0.3968 2.0078
H 2.1404 0.3294 1.2240
H -0.2256 -2.1240 1.5151
C -1.3626 2.2657 -0.9028
C -0.1621 -2.1513 0.4343
H -0.6107 2.6698 -0.1835
H 0.7989 -0.8337 -1.0771
C 1.1360 0.1523 0.7881
S -0.7138 1.0068 -2.0650
H -0.0475 -3.1493 0.0400
C 1.1033 -1.2186 -0.0167
H 0.9555 0.9516 0.0345
*
```

The calculation puts the molar mass at 122.258 g mol⁻¹.

---

Version y
C4H10S2 | wB97M-V/def2-TZVPD

ORCA input file:
```
! RIJCOSX wB97M-V def2-TZVPD def2/J DEFGRID3
* xyz 0 1
H 2.4820 1.2465 -0.6641
C -0.6252 -1.6130 0.3437
H -1.5949 -3.4865 0.8960
C 1.6629 1.8477 -0.2610
H 1.1591 2.5317 -2.2885
H -2.6851 -2.1642 0.9811
C -1.6348 -2.4223 1.1435
C 0.6785 2.1164 -1.3849
H -0.7925 -1.8034 -0.7189
S 0.9543 0.8376 1.1226
H 0.1055 3.0180 -1.1680
H 0.4018 -1.9113 0.5283
H 0.1687 1.2039 -1.6760
H -1.4107 -2.2647 2.1943
H 2.0191 2.7028 0.2984
S -0.8887 0.1609 0.6536
*
```

Its SMILES is CCSSCC. The calculation puts the molar mass at 122.258 g mol⁻¹.

---

Version z
C4H10S2 | wB97M-V/def2-TZVPD

ORCA input file:
```
! RIJCOSX wB97M-V def2-TZVPD def2/J DEFGRID3
* xyz 0 1
C -1.9467 0.0177 -0.3476
H -1.6676 -0.5205 -1.2554
H 1.5095 -0.8251 -0.9663
H -3.4872 -0.4642 1.1713
H -2.6613 -1.9155 0.3492
H 0.5446 1.0552 -0.3579
H -2.2254 1.0353 -0.5977
S 1.6745 1.0250 1.6768
H 2.8737 0.0367 -1.7206
H -1.5454 -0.2989 0.8279
C 2.3358 -0.1123 -0.7823
C 1.6119 1.0929 -0.1831
S 0.5275 -0.6357 2.1204
C -2.6752 -0.8550 0.5579
H 2.9709 -0.6468 -0.0854
H 2.1605 2.0113 -0.4073
*
```

The calculation puts the molar mass at 122.258 g mol⁻¹.

---

Q: What are the energies relative to the best structure? A: version w 0.0183; version x 0.1961; version y 0.0000; version z 0.1906, in hartree.

---

Version w
C4H10S2 | wB97M-V/def2-TZVPD

ORCA input file:
```
! RIJCOSX wB97M-V def2-TZVPD def2/J DEFGRID3
* xyz 0 1
H 0.2425 -0.2390 1.3489
S -1.1365 -0.9992 -0.2311
H -2.7625 0.8310 -0.1558
C -2.6011 -0.1949 0.1758
H 3.4327 0.1466 -1.0215
H -3.4750 -0.7773 0.0151
H 1.3390 1.6660 -0.1347
C 0.4046 1.2539 -0.2467
S 3.0834 -0.4597 0.1436
H -2.7349 -0.0647 1.2933
H 1.1804 -1.9227 0.4937
H 1.3546 -1.5350 -1.1082
C 0.3318 -0.1304 0.2368
H 0.0149 1.5705 -1.1701
H -0.1250 1.9216 0.5255
C 1.4511 -1.0667 -0.1647
*
```

Its SMILES is CS[C@H](C)CS. The calculation puts the molar mass at 122.258 g mol⁻¹.

---

Version x
C4H10S2 | wB97M-V/def2-TZVPD

ORCA input file:
```
! RIJCOSX wB97M-V def2-TZVPD def2/J DEFGRID3
* xyz 0 1
H 2.9533 0.7263 0.4892
H 2.4757 0.6580 -1.2002
C -1.9905 1.3464 1.3546
H 0.2106 1.3024 0.5170
H 0.6576 2.1736 -0.9357
H -3.4796 0.2734 0.0343
H -1.6184 0.1840 0.9691
H -3.2160 -0.6136 1.4088
C 1.0364 1.7622 -0.0088
H 1.4382 2.4767 0.7080
H -2.2206 2.2893 0.8720
C 2.0823 0.6479 -0.1809
H -1.7723 1.2752 2.4116
C -2.8875 0.3035 0.9319
S 1.3498 -1.0870 0.0305
S -0.5001 -0.9532 -1.0081
*
```

The calculation puts the molar mass at 122.258 g mol⁻¹.

---

Q: What are the energies relative to the best structure? A: version w 0.0000; version x 0.1475, in hartree.